<P>
Computed, not measured: a single C3H6F2O molecule, with ωB97M-V/def2-TZVPD.

```
12
C3H6F2O | the Open Molecules 2025 dataset | ωB97M-V/def2-TZVPD
C -0.22585 -0.01594 -0.24938
C -0.66751 1.04528 0.67477
C -0.21962 -1.43243 0.38608
H 1.30030 -0.72951 -0.91103
H -0.88628 -0.18021 -1.20808
H -1.67705 0.87135 1.15118
H 0.02050 1.11141 1.61319
H -1.25951 -1.80912 0.12266
H 0.22085 -1.40398 1.31998
O 1.10948 0.11027 -0.54748
F -0.81585 2.39649 0.13509
F 0.82510 -1.98800 -0.42141
```

As for the SMILES: OC(CF)CF.

---

<Q>
Computed, not measured: a single C3H6F2O molecule, with ωB97M-V/def2-TZVPD.

```
12
C3H6F2O | the Open Molecules 2025 dataset | ωB97M-V/def2-TZVPD
C -0.05841 0.23113 -0.27774
C -1.32474 -0.32095 0.20228
C 1.17695 -0.51436 0.09492
H 0.85784 2.00430 -0.12170
H -0.13697 0.24606 -1.36431
H -1.31429 -1.42398 0.25413
H -1.49268 0.02640 1.23579
H 1.11786 -1.58751 -0.14753
H 1.36157 -0.41447 1.17323
O -0.03565 1.61991 0.10366
F -2.41828 0.06510 -0.60403
F 2.26680 0.06835 -0.54871
```

As for the SMILES: OC(CF)CF.

---

Relative energies, eV: <P> 1.600; <Q> 0.000.

---

<P>
Computed, not measured: a gas-phase ion, C4H9N2O (charge +1), with ωB97M-V/def2-TZVPD.

```
16
C4H9N2O | the Open Molecules 2025 dataset | ωB97M-V/def2-TZVPD
C 0.20613 1.31691 0.40659
C 1.63433 -0.62489 0.03064
C -1.04289 0.41668 0.49269
C -0.61925 -1.10057 0.42832
N -1.33370 -0.34685 -0.73812
N 1.25006 0.70774 -0.35523
O 0.53822 -1.66173 0.16486
H -0.08426 2.26721 -0.09529
H 0.51532 1.64874 1.40509
H 2.40511 -1.04066 -0.69945
H 1.98602 -0.53031 1.04586
H -2.03703 0.68214 0.81347
H -1.40809 -1.70689 0.80746
H -2.29342 -0.52834 -0.85394
H -0.71457 -0.30851 -1.52432
H 0.99802 0.80934 -1.32864
```

As for the SMILES: C1NC[C@H]2[NH2+][C@H]2O1. The total charge is +1.

---

<Q>
Computed, not measured: a gas-phase ion, C4H9N2O (charge +1), with ωB97M-V/def2-TZVPD.

```
16
C4H9N2O | the Open Molecules 2025 dataset | ωB97M-V/def2-TZVPD
C 0.51565 0.38258 -1.14656
C -0.03487 1.55166 -1.33283
C 0.96601 0.02791 0.34747
C -0.21149 -0.44121 1.00405
N -0.72158 -1.54077 0.44015
N -0.89029 0.19996 1.91133
O 0.61838 -0.67967 -2.00353
H -0.52921 2.03910 -2.17009
H -0.15051 2.07780 -0.41695
H 1.76133 -0.65695 0.15597
H 1.45040 0.91285 0.81022
H -0.21842 -1.78363 -0.39951
H -1.42275 -2.14558 0.86506
H -0.64910 1.06037 2.29639
H -1.62825 -0.35131 2.42597
H 1.14470 -0.65314 -2.78715
```

As for the SMILES: C=C(O)CC(N)=[NH2+]. The total charge is +1.

---

Relative energies, eV: <P> 1.574; <Q> 0.000.